{"formula": "C23H34NO3PPdS2Sb2Te", "method": "ωB97M-V with the def2-TZVPD basis set", "relative_energy_kj_mol": 2.4, "gap_ev": 6.11, "homo_ha": -0.073, "total_charge": -2, "elements": ["Pd", "C", "Sb", "C", "C", "C", "C", "C", "C", "C", "C", "C", "Sb", "C", "C", "H", "H", "H", "H", "H", "H", "H", "H", "H", "H", "H", "H", "H", "H", "H", "H", "H", "H", "H", "H", "S", "C", "N", "C", "C", "C", "C", "C", "C", "S", "H", "H", "H", "H", "C", "C", "O", "P", "O", "Te", "O", "C", "C", "H", "H", "H", "H", "H", "H", "H", "H", "H", "H"], "positions_angstrom": [[-0.19868, -1.69950, -0.60984], [3.36589, -2.24000, 1.52296], [2.07990, -1.02492, 0.28464], [2.81836, 0.82482, 1.05997], [3.42836, -1.10082, -1.43729], [3.42260, 0.15985, -2.24669], [4.29146, 1.18986, -1.86938], [4.34210, 2.40094, -2.53574], [3.51766, 2.59734, -3.63578], [2.66018, 1.58667, -4.03185], [2.57894, 0.36639, -3.35466], [1.58073, -0.64154, -3.83301], [-0.35655, -0.44804, -2.83686], [-0.51786, 1.69077, -3.01931], [-1.54432, -0.84930, -4.58122], [4.37839, -1.83358, 1.52591], [3.37588, -3.26110, 1.14069], [2.98021, -2.25366, 2.54243], [3.90692, 0.80225, 1.09411], [2.44523, 1.01021, 2.06689], [2.50004, 1.64832, 0.42192], [3.12745, -1.97446, -2.01392], [4.42756, -1.28057, -1.03501], [4.93824, 1.03428, -1.01279], [5.01463, 3.17887, -2.19702], [3.54108, 3.53506, -4.17755], [2.01491, 1.73909, -4.89090], [1.89601, -1.66839, -3.65286], [1.40358, -0.51962, -4.90340], [-0.40448, 2.01208, -4.05561], [0.24204, 2.17391, -2.40637], [-1.50372, 1.98681, -2.65724], [-1.11671, -0.33813, -5.44593], [-2.55767, -0.49085, -4.39939], [-1.59608, -1.92561, -4.73817], [3.87202, 3.96748, 3.77971], [4.79561, 4.18280, 2.38368], [4.82295, 5.18212, 1.53449], [5.75099, 5.00235, 0.54016], [6.01083, 5.91705, -0.48395], [7.00813, 5.65354, -1.40978], [7.76425, 4.48333, -1.33653], [7.52100, 3.56013, -0.32698], [6.52189, 3.81928, 0.59938], [5.96874, 2.88188, 1.94529], [5.42366, 6.82566, -0.53057], [7.20322, 6.36628, -2.20296], [8.53362, 4.28614, -2.07326], [8.09323, 2.64113, -0.27536], [-3.75536, 0.03457, -0.84014], [-4.30957, -1.35731, -1.04643], [-3.67245, -1.95162, -2.17769], [-3.10966, -3.47623, -2.10278], [-2.59756, -3.79978, -3.45500], [-1.75826, -3.78115, -0.14546], [-4.47721, -4.31350, -1.77661], [-5.41194, -4.45111, -2.84740], [-5.18169, -5.74585, -3.60156], [-4.28758, 0.54042, -0.03104], [-3.85798, 0.62900, -1.75096], [-2.69682, -0.02734, -0.57881], [-5.38727, -1.33529, -1.24129], [-4.13452, -1.96695, -0.15600], [-5.33612, -3.59715, -3.52635], [-6.40532, -4.43497, -2.39083], [-4.18788, -5.73060, -4.04637], [-5.92888, -5.86519, -4.39117], [-5.25224, -6.59655, -2.92160]], "forces_ev_per_a": [[-0.032, 0.038, -0.054], [-0.023, -0.040, -0.017], [0.034, -0.049, 0.030], [-0.047, 0.041, -0.020], [0.016, 0.049, 0.025], [-0.022, -0.001, -0.012], [0.012, -0.003, 0.008], [-0.009, -0.020, -0.019], [0.014, 0.019, 0.016], [-0.007, 0.003, -0.003], [0.021, -0.029, 0.030], [-0.023, 0.036, -0.028], [0.030, -0.049, 0.041], [-0.008, 0.021, -0.008], [0.015, -0.019, 0.006], [0.000, 0.002, 0.000], [0.005, -0.004, 0.004], [-0.003, 0.003, 0.001], [-0.014, 0.033, 0.015], [-0.031, -0.051, -0.011], [0.026, 0.016, 0.002], [-0.005, -0.002, -0.003], [-0.001, 0.008, 0.005], [0.006, 0.009, -0.007], [0.037, 0.026, 0.023], [-0.001, 0.007, -0.007], [0.003, 0.000, -0.004], [0.003, -0.004, -0.005], [0.001, 0.004, -0.001], [0.000, -0.005, -0.004], [0.004, -0.002, 0.003], [0.002, 0.001, 0.003], [0.003, 0.000, -0.003], [-0.001, -0.005, 0.006], [-0.012, 0.007, -0.005], [-0.046, 0.020, -0.009], [0.069, -0.032, -0.042], [-0.048, -0.048, -0.003], [0.127, 0.092, 0.097], [-0.014, -0.004, 0.002], [-0.010, -0.011, -0.005], [-0.016, -0.003, -0.011], [-0.054, -0.051, -0.058], [-0.094, -0.056, -0.084], [0.088, 0.049, 0.083], [-0.003, 0.000, -0.008], [-0.004, 0.001, -0.005], [0.005, 0.005, 0.005], [0.010, 0.011, 0.014], [0.000, 0.000, 0.004], [0.016, -0.008, 0.006], [-0.028, 0.006, -0.003], [0.031, 0.001, 0.009], [-0.002, -0.008, 0.004], [0.002, -0.008, 0.012], [-0.007, 0.005, -0.003], [-0.001, -0.003, -0.002], [-0.001, 0.001, 0.002], [-0.003, 0.000, -0.001], [-0.002, -0.001, 0.000], [0.000, 0.001, -0.003], [-0.002, 0.001, -0.003], [-0.001, 0.000, 0.000], [0.000, 0.000, -0.001], [-0.001, -0.001, 0.001], [-0.001, 0.000, -0.001], [-0.001, 0.001, -0.001], [0.000, 0.001, 0.000]]}

{"formula": "C2H4NO2", "method": "ωB97M-V with the def2-TZVPD basis set", "relative_energy_kj_mol": 167.7, "gap_ev": 7.42, "homo_ha": -0.488, "total_charge": 1, "elements": ["C", "C", "N", "O", "O", "H", "H", "H", "H"], "positions_angstrom": [[-0.39884, 1.27262, -1.64565], [0.36317, -2.03887, 3.36993], [-0.22403, -0.98493, 2.98199], [0.78340, -3.01842, 3.78209], [-0.23435, 0.34874, -0.88067], [0.41620, 2.01632, -1.78044], [-1.34674, 1.80722, -2.10333], [-0.44087, -0.31502, 3.63182], [-0.18025, -0.81334, 1.94017]], "forces_ev_per_a": [[-0.090, 2.465, 0.775], [0.423, -2.409, 1.475], [1.317, -2.202, -3.709], [-0.567, 1.999, -1.027], [-1.016, 0.265, -0.943], [0.372, -0.611, -0.342], [0.739, -2.173, 0.723], [-0.847, 2.401, 1.887], [-0.331, 0.267, 1.162]]}

{"formula": "C6H9N3O2", "method": "ωB97M-V with the def2-TZVPD basis set", "smiles": "CCc1c(N)nc(=O)[nH]c1O", "relative_energy_kj_mol": 30.1, "gap_ev": 8.92, "homo_ha": -0.320, "total_charge": 0, "elements": ["C", "C", "C", "C", "N", "N", "C", "O", "N", "C", "O", "H", "H", "H", "H", "H", "H", "H", "H", "H"], "positions_angstrom": [[2.22189, 0.10373, 0.94857], [1.47231, 0.32358, -0.38238], [-0.02812, 0.13719, -0.35853], [-0.63507, -1.12568, -0.28747], [0.11049, -2.27432, -0.60369], [-1.89870, -1.39955, 0.03811], [-2.78158, -0.29211, 0.13200], [-3.93699, -0.28775, 0.45111], [-2.23290, 0.96791, -0.14204], [-0.90244, 1.16629, -0.29973], [-0.70262, 2.47194, -0.30640], [1.85251, -0.85655, 1.42554], [3.29106, 0.01906, 0.75811], [2.08004, 0.90493, 1.73617], [1.76137, 1.30280, -0.72938], [1.92521, -0.34645, -1.07889], [1.13659, -2.13464, -0.68285], [-0.13310, -3.03481, 0.01351], [-2.85500, 1.76047, -0.06858], [0.25504, 2.59398, -0.56318]], "forces_ev_per_a": [[-0.950, -0.481, 1.391], [-0.042, 0.214, 0.913], [1.119, 0.828, -0.124], [-1.235, -2.346, 0.068], [1.123, 1.139, 0.543], [-0.191, 1.902, -0.461], [1.487, -0.625, 0.259], [-1.033, -0.888, 0.179], [0.805, -0.811, -0.283], [-2.166, 0.060, 0.580], [3.074, 0.975, -0.813], [0.571, 0.987, -0.478], [0.009, -0.051, 0.057], [-0.046, -0.729, -1.070], [-0.065, 0.537, -0.388], [0.205, -0.456, -0.779], [-1.274, -0.226, 0.231], [-0.110, -0.241, -0.274], [0.095, -0.081, -0.006], [-1.376, 0.293, 0.455]]}

{"formula": "C38H53N7PrSSeSi", "method": "ωB97M-V with the def2-TZVPD basis set", "relative_energy_kj_mol": 107.2, "multiplicity": 3, "gap_ev": [7.28, 7.29], "homo_ha": [-0.360, -0.361], "total_charge": 1, "s2": 2.00, "elements": ["Pr", "C", "C", "C", "C", "C", "C", "C", "N", "N", "C", "C", "C", "C", "C", "C", "N", "C", "C", "C", "C", "C", "C", "N", "H", "H", "H", "H", "H", "H", "H", "H", "H", "H", "H", "H", "H", "H", "H", "H", "H", "H", "H", "H", "C", "C", "C", "C", "N", "C", "S", "N", "C", "C", "C", "C", "H", "H", "H", "H", "H", "H", "H", "H", "H", "H", "H", "H", "H", "H", "H", "H", "H", "H", "H", "H", "N", "C", "C", "C", "C", "C", "C", "C", "H", "H", "H", "H", "C", "Si", "C", "C", "Se", "H", "H", "H", "H", "H", "H", "H", "H", "H"], "positions_angstrom": [[0.91241, -0.89249, 0.90376], [0.91629, -3.82742, -1.10661], [-0.33455, -4.21331, -0.27141], [-1.51516, -3.34051, -0.55227], [-2.69693, -3.79035, -1.18670], [-3.79614, -2.94519, -1.31383], [-3.64230, -1.63115, -0.89929], [-2.47682, -1.25695, -0.35466], [-1.40758, -2.04242, -0.18492], [1.97087, -3.12295, -0.35776], [3.04328, -2.81587, -1.26956], [3.91098, -1.62018, -0.88261], [5.29739, -1.62930, -1.01683], [5.98168, -0.46171, -0.69685], [5.25220, 0.60848, -0.23547], [3.89063, 0.51027, -0.04373], [3.23347, -0.58550, -0.37010], [2.59662, -4.01761, 0.71758], [3.58301, -3.24339, 1.48764], [4.76667, -3.86627, 1.86704], [5.60369, -3.19100, 2.72060], [5.20069, -1.89255, 3.16853], [4.02344, -1.36010, 2.68514], [3.21706, -2.04553, 1.88517], [0.70082, -3.26019, -1.99698], [1.36386, -4.69747, -1.55574], [-0.12647, -4.17311, 0.79206], [-0.61037, -5.25003, -0.44198], [-2.75641, -4.79119, -1.59369], [-4.74885, -3.24951, -1.78368], [-4.43958, -0.88267, -0.92476], [-2.43105, -0.26295, 0.05738], [2.59675, -2.53309, -2.21200], [3.69684, -3.68233, -1.45511], [5.76791, -2.53006, -1.27329], [7.04670, -0.46030, -0.71948], [5.73915, 1.55368, 0.04823], [3.30906, 1.28763, 0.45400], [2.99249, -4.86734, 0.14289], [1.78793, -4.41706, 1.31429], [4.96036, -4.87835, 1.54598], [6.50156, -3.68513, 3.07574], [5.82850, -1.36716, 3.89981], [3.69938, -0.35179, 3.04582], [-1.39650, 5.01397, -1.64503], [-2.74889, 5.03985, -0.97140], [-2.99653, 3.89614, 0.00333], [-2.93258, 2.46339, -0.45149], [-1.59096, 2.12717, -0.85559], [-1.19546, 1.25229, -1.76996], [0.27979, 0.37215, -1.85267], [-2.02820, 1.04634, -2.86535], [-2.62601, 2.09874, -3.70541], [-1.61691, 2.70064, -4.66817], [-1.47706, 1.85802, -5.95016], [-0.54535, 0.62575, -5.93546], [-1.20789, 5.98882, -2.03318], [-1.37306, 4.28025, -2.43858], [-0.61224, 4.75633, -0.95528], [-3.53442, 4.95544, -1.76380], [-2.91472, 5.93886, -0.37573], [-4.00648, 4.05295, 0.39888], [-2.34994, 4.05464, 0.86633], [-3.64045, 2.33408, -1.27547], [-3.21051, 1.84360, 0.41188], [-0.92222, 2.33108, -0.07877], [-1.82913, 0.19140, -3.32982], [-3.08517, 2.83757, -3.10698], [-3.40365, 1.63936, -4.26755], [-0.63935, 2.75388, -4.24002], [-1.96352, 3.69826, -4.86222], [-1.12499, 2.49674, -6.75275], [-2.47465, 1.50107, -6.35465], [0.53654, 0.86703, -5.73878], [-0.65330, 0.20009, -6.91660], [-0.84338, -0.18675, -5.25132], [-0.52857, 6.61837, 2.82599], [-0.10704, 5.59550, 2.59235], [0.23834, 4.17116, 2.24775], [-0.15026, 3.07986, 3.02053], [0.13976, 1.82340, 2.53578], [0.93806, 1.54162, 1.39673], [1.32670, 2.67895, 0.64617], [0.93892, 3.95020, 1.02269], [-0.63748, 3.30371, 3.93685], [-0.18080, 1.01428, 3.15885], [1.87262, 2.60095, -0.32215], [1.20915, 4.81438, 0.48766], [-1.77658, -0.04114, 4.98398], [-2.03302, -1.70528, 4.12290], [-2.62853, -2.94824, 5.35673], [-3.17482, -1.35713, 2.75474], [0.01110, -2.51133, 3.18255], [-2.63659, 0.16107, 5.62234], [-1.69876, 0.74878, 4.21728], [-0.90924, 0.00880, 5.67111], [-3.57697, -2.54689, 5.72976], [-2.00373, -3.07298, 6.24092], [-2.79093, -3.95413, 4.91960], [-4.10175, -0.90916, 3.04493], [-3.32856, -2.25849, 2.12332], [-2.69326, -0.66403, 2.10008]], "forces_ev_per_a": [[-0.093, -0.936, -0.271], [-0.003, -0.542, 0.517], [0.216, -0.045, -0.716], [-0.846, 1.048, -0.391], [0.145, 0.051, 0.256], [-0.028, 0.007, -0.630], [-1.921, -0.191, -0.332], [1.564, 0.454, 0.775], [0.130, -0.652, 0.183], [0.042, -0.278, 1.326], [1.057, 0.848, -0.620], [-0.255, -0.400, 0.195], [-1.380, 1.189, 0.487], [-0.599, -0.745, 0.102], [0.682, 1.553, 0.482], [0.121, 0.213, 0.129], [-0.467, -0.367, -0.453], [-1.739, 0.210, -2.340], [0.298, -1.143, 0.545], [-0.183, 0.302, 0.097], [-0.434, 1.180, 0.659], [1.214, -1.224, -0.102], [0.277, 0.808, 1.111], [-0.695, 0.673, 0.044], [-0.580, 0.731, -0.037], [0.227, -1.003, 0.048], [0.074, 0.312, 0.316], [0.038, -0.111, -0.294], [0.085, -0.120, 0.264], [0.765, -0.078, 0.341], [0.126, -0.475, -0.172], [0.431, 0.309, -0.121], [-0.104, 0.022, -0.498], [-0.163, 0.020, -0.044], [0.751, -0.970, -0.522], [0.607, 0.247, -0.163], [-0.141, -0.584, -0.157], [0.316, -0.078, -0.301], [0.424, 0.040, 0.453], [-0.074, 0.122, 0.565], [0.128, -0.022, -0.093], [0.010, 0.316, 0.074], [-0.414, -0.091, -0.471], [0.146, -0.946, -0.516], [-0.335, -0.069, 0.213], [-0.884, -1.032, -0.525], [-0.624, 0.758, 0.821], [-0.682, 0.534, -0.432], [1.710, -0.346, 1.285], [-0.670, -0.488, -2.071], [-0.192, 0.216, 0.764], [-0.122, 0.674, 1.599], [1.256, -0.789, 0.311], [-0.574, -1.103, -0.712], [-0.712, -0.382, -0.600], [0.329, 0.303, 0.660], [0.401, 0.646, -0.542], [0.090, -0.032, -0.288], [0.381, -0.002, 0.349], [0.379, 0.480, 0.530], [0.055, 0.167, -0.365], [0.022, -0.143, 0.071], [0.272, -0.209, 0.161], [0.145, -0.357, 0.245], [-0.118, -0.152, -0.284], [-0.311, -0.386, -1.127], [0.402, -0.390, -0.452], [-0.342, 0.842, 0.786], [-0.766, -0.439, -0.445], [0.662, 0.256, 0.635], [-0.007, 0.577, -0.498], [0.239, 0.240, -0.103], [0.779, 0.458, 0.747], [-1.093, -0.130, -0.172], [0.369, -0.305, -0.531], [0.058, 0.451, 0.016], [-0.658, 2.304, 0.488], [0.805, -4.353, -0.738], [0.407, 1.188, -0.985], [0.324, 1.521, -0.982], [0.941, -0.600, -0.296], [-0.407, 0.665, 0.146], [-0.180, -0.062, -0.453], [-0.503, -0.206, 2.002], [-0.522, -0.325, 0.724], [-0.083, -0.618, 0.221], [-0.372, -0.121, 0.827], [0.366, 0.838, -0.842], [0.448, -0.087, 0.148], [2.209, -0.056, 0.548], [-0.448, -0.540, -0.026], [-0.319, -1.206, -1.073], [-0.750, 0.722, 0.238], [-0.266, 0.110, -0.111], [-0.139, -0.216, 0.536], [-0.240, -0.101, -0.563], [-0.169, -0.238, -0.035], [0.264, 0.114, -0.170], [-0.020, 0.580, 0.196], [-0.779, 0.086, 0.274], [-0.225, 0.426, 0.474], [0.447, 0.675, -0.322]]}

Taking the records one at a time from the top gives molar mass values of 945.18 74.06 155.16 887.91 g/mol.
Taking the records one at a time from the top gives E_tot values of -3191.61377 -283.49230 -548.80991 -5469.13044 a.u..